No. 1
Here is 2 unconnected molecules or ions with the total composition H3O5PS at a distorted geometry from OMol25. Energies are from ωB97M-V/def2-TZVPD.

Geometry as XYZ:
```
10
Properties=species:S:1:pos:R:3:forces:R:3:lowdin_charge:R:1
O -3.02042 -0.59523 -0.25087 -0.69 -0.87 -0.80 -0.40
O -1.62346 1.39863 -0.19316 -0.19 0.27 -0.34 -0.45
O 0.82738 0.76965 -1.14214 0.60 -0.97 0.41 -0.26
O 0.31100 0.03525 1.32120 0.60 -1.48 -0.58 -0.44
O 1.95473 -1.28574 -0.37232 3.53 0.96 0.16 -0.29
P 0.52110 -0.66851 -0.42773 -0.80 1.86 2.13 0.76
S -2.17299 0.26273 0.48580 -0.19 0.94 1.25 0.82
H 0.05403 1.32208 -1.30336 -0.25 -0.06 0.19 0.03
H 0.33091 -0.53304 2.16063 0.09 0.70 -2.22 0.07
H 2.81773 -0.70581 -0.27804 -2.71 -1.36 -0.20 0.15
```
Positions in Å, forces in eV/Å.

Relative energy (zero: lowest compared OMol25 entry of this formula, charge and spin): 34.7 kcal per mole

***

No. 2
Here is a gas-phase ion, C5H7N2O2S (charge -1) at a distorted geometry from OMol25. Energies are from ωB97M-V/def2-TZVPD.

Geometry as XYZ:
```
17
Properties=species:S:1:pos:R:3:forces:R:3:lowdin_charge:R:1
C -0.85107 0.69585 1.30008 0.37 0.15 0.64 -0.26
C 0.42578 -0.25419 -0.47407 -0.22 0.46 -1.23 -0.09
C -1.19640 1.38376 -0.83448 1.01 -0.53 1.75 -0.17
C 1.48187 -1.33225 -0.92216 -2.29 1.31 0.33 -0.10
C 0.69564 -0.99740 1.84713 -0.25 -2.30 1.50 -0.10
N -1.42273 1.49049 0.39515 0.66 -0.82 -1.30 -0.06
N 0.18752 -0.16193 0.78341 -1.66 0.75 2.19 -0.22
O -0.85367 2.74029 -3.14914 0.05 0.31 0.06 -0.56
O -2.95378 1.59528 -2.68346 -0.83 0.07 -0.40 -0.55
S -1.94133 2.52441 -2.18599 0.61 -0.65 -0.44 0.61
H -0.94520 0.88069 2.38234 0.30 -0.27 -0.90 0.07
H 1.02460 -1.73240 -1.88053 1.56 0.66 0.73 0.08
H 2.41827 -0.70771 -0.88490 -0.50 -1.36 -0.78 0.08
H 1.45352 -2.16430 -0.18790 0.55 0.37 -0.44 0.03
H 1.75414 -0.94902 2.07120 0.31 0.89 -0.10 0.08
H 0.10236 -0.93358 2.81278 0.71 0.50 -1.33 0.09
H 0.62048 -2.07800 1.61052 -0.39 0.47 -0.28 0.08
```
Positions in Å, forces in eV/Å.

Relative energy (zero: lowest compared OMol25 entry of this formula, charge and spin): 158.2 kcal per mole
Total charge: -1

***

No. 3
Here is 3 unconnected molecules or ions with the total composition C8H7ClO3 at a distorted geometry from OMol25. Energies are from ωB97M-V/def2-TZVPD.

Geometry as XYZ:
```
19
Properties=species:S:1:pos:R:3:forces:R:3:lowdin_charge:R:1
C 2.66950 0.55438 0.94292 0.18 -0.54 -0.56 -0.08
C 1.64987 1.42807 0.70082 -2.25 1.70 -0.24 -0.05
C 2.64539 -0.69219 0.32887 0.14 0.59 0.05 -0.07
C 0.43113 1.05445 0.09019 4.14 -3.36 0.96 0.00
C 1.55082 -1.00608 -0.44658 -1.53 -1.68 -0.11 -0.03
C 0.34624 -0.23747 -0.39348 0.58 -0.15 -1.44 -0.16
C -0.79779 -0.69956 -1.24599 0.91 0.86 0.40 -0.15
C -3.49472 -1.25398 0.72955 0.27 0.33 0.58 -0.50
O -1.88600 -0.18598 -1.42327 -0.04 0.42 0.36 0.00
O -2.53559 -1.20170 1.34784 1.99 -0.09 1.04 0.20
O -4.47425 -1.28411 0.15968 -2.31 -0.24 -1.57 0.23
Cl -3.04863 2.18978 -0.03065 0.96 -1.42 -1.03 0.15
H 3.59747 0.67934 1.46249 0.04 1.15 0.48 0.10
H 1.56405 2.49394 0.89276 1.06 -0.10 0.80 0.11
H 3.60255 -1.18127 0.51613 -0.70 -0.92 -0.79 0.11
H -0.31809 1.70096 0.05644 -3.18 2.73 -0.27 0.03
H 1.45788 -1.93566 -1.04744 0.46 0.53 0.58 0.12
H -0.57152 -1.53799 -1.87071 0.28 -1.12 -0.35 0.12
H -2.38830 1.11507 -0.76959 -1.01 1.31 1.10 -0.15
```
Positions in Å, forces in eV/Å.

Relative energy (zero: lowest compared OMol25 entry of this formula, charge and spin): 0.0 kcal per mole
SMILES string: O=Cc1ccccc1.O=C=O.Cl

***

| no. | E_tot (hartree) | lowest unoccupied orbital energy (eV) |
| --- | --- | --- |
| 1 | -1117.57176 | -0.691 |
| 2 | -852.75370 | 3.245 |
| 3 | -994.95332 | -0.739 |